# 1
{"formula": "C9H21BInN2O2S2", "method": "ωB97M-V with the def2-TZVPD basis set", "symbols": ["C", "In", "C", "C", "C", "S", "C", "S", "N", "C", "C", "O", "C", "C", "B", "N", "O", "H", "H", "H", "H", "H", "H", "H", "H", "H", "H", "H", "H", "H", "H", "H", "H", "H", "H", "H", "H", "H"], "positions_angstrom": [[-0.74352, -1.39591, -1.97687], [0.64359, 0.21426, -2.68134], [-0.63357, 1.98068, -3.15795], [-1.14219, 2.82711, -1.98950], [-1.77149, 1.97294, -0.87295], [-0.64052, 1.96307, 0.55815], [-1.43266, 0.68191, 1.50275], [-2.96410, 0.78675, 2.04323], [-0.58988, -0.40974, 1.77208], [-1.24366, -1.70579, 1.94288], [-0.14768, -2.74773, 1.92899], [0.69912, -2.57650, 3.06174], [1.31669, -1.30164, 3.03375], [0.31943, -0.16019, 2.89122], [2.47655, 0.56545, -1.32590], [2.52542, 0.49816, 0.10072], [3.72595, 0.88848, -1.91171], [-0.94692, -1.35274, -0.90191], [-0.30859, -2.37184, -2.21325], [-1.69304, -1.31995, -2.51806], [1.31020, -0.35442, -4.25832], [-0.08425, 2.61453, -3.86178], [-1.50949, 1.60625, -3.70340], [-0.34781, 3.46295, -1.58426], [-1.92470, 3.52410, -2.32409], [-1.92604, 0.94963, -1.21581], [-2.71686, 2.38496, -0.52022], [-1.96751, -1.86252, 1.14477], [-1.76627, -1.76193, 2.90860], [0.44094, -2.65232, 1.00726], [-0.55774, -3.75565, 1.98627], [1.84470, -1.19909, 3.98307], [2.05418, -1.25578, 2.22267], [0.86891, 0.76586, 2.69637], [-0.25854, -0.03805, 3.82092], [1.75920, 0.01385, 0.54372], [3.42550, 0.24898, 0.49505], [3.90666, 0.27185, -2.62688]], "forces_ev_per_angstrom": [[0.0, 0.1, -0.1], [0.1, -0.2, 0.0], [0.0, 0.1, 0.1], [-0.2, 0.0, -0.2], [-0.2, 0.4, 0.1], [0.2, -0.2, 0.0], [0.3, 0.0, 0.2], [-0.2, -0.2, -0.3], [-0.5, -0.1, 0.1], [0.0, 0.0, 0.3], [0.1, 0.0, -0.1], [0.0, 0.1, 0.0], [0.0, 0.0, 0.1], [0.4, 0.2, -0.2], [0.0, 0.1, -0.1], [0.1, -0.4, -0.2], [0.3, -0.5, 0.5], [0.0, 0.0, 0.0], [0.0, 0.0, 0.1], [0.0, 0.0, 0.1], [0.0, 0.0, 0.0], [0.0, 0.0, 0.0], [0.1, -0.1, 0.0], [0.0, -0.1, 0.0], [0.1, 0.0, 0.0], [0.1, 0.0, 0.1], [0.0, -0.1, -0.1], [0.1, 0.0, -0.1], [-0.1, 0.0, -0.1], [-0.1, 0.0, 0.0], [0.0, 0.0, 0.1], [0.0, 0.0, 0.0], [-0.1, -0.1, 0.0], [0.0, 0.0, 0.1], [0.0, 0.0, -0.1], [-0.1, 0.3, 0.0], [0.0, 0.2, 0.1], [-0.3, 0.4, -0.3]], "mulliken_charge": [-1.29, 0.82, -1.24, -0.48, -0.65, -0.19, -0.26, -0.27, 0.60, -0.95, -0.66, -0.45, -0.48, -0.66, -0.06, -0.27, -0.59, 0.17, 0.31, 0.28, -0.44, 0.38, 0.31, 0.35, 0.26, 0.22, 0.62, 0.55, 0.40, 0.32, 0.39, 0.34, 0.30, 0.35, 0.42, 0.04, 0.21, 0.27], "lumo_ev": 2.334, "charge": -1}

=====

# 2
{"formula": "C4H8CrFO2", "method": "ωB97M-V with the def2-TZVPD basis set", "symbols": ["O", "C", "C", "O", "C", "C", "Cr", "H", "H", "H", "H", "H", "H", "H", "H", "F"], "positions_angstrom": [[-1.37420, -1.16234, 1.47652], [-1.52135, 0.22344, 1.49424], [-1.15924, 0.64583, 0.05912], [0.21248, 0.24289, -0.08326], [0.81231, 0.36178, -1.38150], [1.81843, -0.71697, -1.59104], [0.43820, -1.46986, 0.95785], [-1.19298, 1.15226, 2.01380], [-1.21709, 1.73550, -0.08150], [-1.77923, 0.14947, -0.70472], [1.27831, 1.36263, -1.38315], [0.01163, 0.34293, -2.13653], [2.83292, -0.57016, -1.21599], [1.57111, -1.53152, -2.27615], [-2.24186, 0.21160, 2.49050], [1.51055, -0.97748, 2.36180]], "forces_ev_per_angstrom": [[3.6, -0.2, 0.4], [-1.7, 0.1, 1.1], [-2.9, 1.5, -0.7], [-0.2, -1.4, 1.5], [0.3, 0.9, -1.2], [-0.2, 0.1, 0.0], [-0.2, 1.2, 2.6], [2.9, -1.2, 1.1], [0.0, -0.3, 0.0], [0.4, 0.0, 0.1], [-0.1, -0.4, -0.2], [0.3, -0.1, 0.2], [-0.3, -0.2, -0.2], [0.3, 0.2, 0.3], [-1.0, 0.6, -3.2], [-1.1, -0.8, -2.0]], "mulliken_charge": [-0.61, 0.03, -0.49, -0.24, 0.03, -1.11, 1.35, 0.21, 0.35, 0.37, 0.30, 0.39, 0.38, 0.38, 0.34, -0.66], "multiplicity": 5, "s2": 6.261, "lumo_ev": [-6.337, -6.451], "charge": 1}

=====

# 3
{"formula": "C3H3N3O", "method": "ωB97M-V with the def2-TZVPD basis set", "symbols": ["C", "C", "C", "N", "N", "N", "O", "H", "H", "H"], "positions_angstrom": [[-1.97096, -1.28687, -0.65293], [-0.98076, 0.72202, 0.85790], [0.59606, -0.53194, -0.29063], [-2.56064, -0.78119, -1.52578], [0.00382, 0.67846, 0.20149], [-1.34100, -1.75948, 0.43342], [0.02457, -1.62871, 0.44230], [-1.66490, 1.35907, 1.34577], [0.64239, -0.38143, -1.45269], [1.71000, -0.60205, 0.13842]], "forces_ev_per_angstrom": [[0.1, 0.6, -0.9], [-0.4, -0.9, -0.2], [3.4, -0.7, 0.3], [0.4, -0.7, 0.6], [0.1, 0.6, 0.4], [-0.6, 1.3, 1.0], [0.6, 0.1, -2.4], [-0.6, 0.5, 0.4], [-0.6, -1.2, 2.1], [-2.3, 0.4, -1.3]], "mulliken_charge": [0.55, 0.00, -0.21, -0.49, -0.16, -0.47, -0.15, 0.34, 0.29, 0.29], "lumo_ev": [-1.358, -0.710], "relative_energy_kj_mol": 640.1}

=====

# 4
{"formula": "C2H6FLaO2", "method": "ωB97M-V with the def2-TZVPD basis set", "symbols": ["F", "La", "O", "H", "C", "O", "C", "H", "H", "H", "H", "H"], "positions_angstrom": [[0.64587, -3.91599, 1.43413], [0.67698, -2.30658, 0.02400], [-0.42989, -0.88011, -1.54902], [-0.19432, -0.87449, -2.48421], [0.21583, 1.19057, 1.22889], [0.27931, 0.17535, 0.22609], [-0.44115, 0.41398, -0.96453], [-0.38733, 0.83739, 2.07527], [1.24247, 1.38182, 1.55074], [-0.21720, 2.10303, 0.80029], [0.07907, 1.14416, -1.59745], [-1.46964, 0.73088, -0.74421]], "forces_ev_per_angstrom": [[-0.2, 1.5, -1.3], [0.8, -2.1, 2.2], [-0.3, -0.1, -0.9], [-0.4, 0.3, -0.5], [0.0, 1.0, 1.0], [0.2, -1.4, -0.4], [-0.3, 1.0, -0.1], [0.1, 0.2, -0.3], [-0.2, 0.1, 0.0], [0.1, -0.2, 0.2], [-0.1, -0.2, 0.1], [0.2, -0.2, -0.1]], "mulliken_charge": [-0.53, 2.20, -0.55, 0.39, -0.67, -0.37, -0.17, 0.31, 0.29, 0.33, 0.38, 0.38], "lumo_ev": -9.826, "charge": 2, "relative_energy_kj_mol": 6.0}